Entry 1:
74
Properties=species:S:1:pos:R:3:forces:R:3 method="wB97M-V/def2-TZVPD" total_charge=-1 e_homo_ev=-4.8 orbital_gap_ev=6.664
Lu -6.455341 -16.416770 6.791693 -0.272 -0.114 -0.422
O -4.489446 -12.471957 6.741277 0.420 -0.025 -0.030
C -4.854638 -13.611994 7.046792 1.036 0.475 1.114
N -6.040458 -14.133178 6.826745 0.110 -0.767 -0.585
C -6.851707 -13.223867 6.110278 -2.135 0.208 -0.564
C -8.276836 -13.716363 6.121111 0.055 0.616 -1.328
C -9.349115 -12.829694 5.938871 1.054 2.340 0.059
C -10.615291 -13.266026 6.086746 -2.163 -1.235 0.822
C -10.796123 -14.631042 6.320393 1.348 -1.015 -0.482
C -9.700403 -15.519397 6.312794 -1.566 2.014 -0.253
N -8.465724 -15.018142 6.215677 0.271 -1.387 0.706
C -3.920702 -14.515703 7.847119 1.196 -0.451 -0.196
C -2.645886 -14.084867 8.312227 -1.422 0.079 -1.065
C -1.824226 -15.012344 8.918147 0.880 -0.081 1.006
C -2.238733 -16.334511 8.998656 -1.272 0.257 -0.264
C -3.504696 -16.695789 8.518476 0.997 0.730 -0.116
N -4.314802 -15.799650 7.954316 -0.165 0.406 0.036
H -6.617361 -12.928995 5.062765 0.435 -0.552 0.475
H -6.942604 -12.300832 6.626968 0.423 1.276 0.559
H -9.221762 -11.720019 5.757021 0.399 -1.482 0.278
H -11.537930 -12.644353 6.130938 1.076 -0.169 -0.400
H -11.748928 -15.079584 6.387837 -1.070 -0.177 0.206
H -9.873658 -16.585718 6.374177 0.404 -0.051 0.104
H -2.352814 -13.068775 8.046960 -0.109 -0.195 0.437
H -0.864050 -14.735170 9.431393 -0.916 -0.122 -0.933
H -1.648580 -17.092435 9.447275 0.560 -0.466 0.346
H -3.843967 -17.713013 8.533195 -0.232 -0.339 0.138
O -5.284478 -19.741755 9.104354 -0.598 -0.323 -0.443
C -5.947071 -19.424187 8.100234 1.446 0.431 1.235
O -5.966845 -18.208445 7.699882 0.256 0.224 0.076
C -6.710677 -20.371964 7.299412 -0.716 -0.568 -0.075
C -6.543338 -21.751837 7.565478 0.384 1.290 -1.125
C -7.110731 -22.720769 6.802077 -0.211 -1.395 0.355
C -8.017303 -22.345289 5.816919 -0.055 0.383 0.173
C -8.265455 -21.009232 5.603932 0.316 0.052 0.011
C -7.603011 -19.937897 6.323037 -1.403 -1.666 -1.410
S -8.169345 -18.375963 5.774268 0.274 0.664 0.302
H -5.761522 -21.956436 8.230910 0.733 -0.478 1.236
H -6.891047 -23.790464 6.987786 -0.112 0.767 -0.124
H -8.535564 -23.103178 5.245713 -0.025 0.039 -0.180
H -8.960626 -20.792591 4.797713 0.061 0.435 0.213
F -3.445370 -18.062415 5.339687 -0.289 0.566 -0.465
C -4.091423 -17.282188 4.396607 1.076 -1.853 -0.369
C -5.202052 -16.600328 4.709761 -0.948 1.298 0.225
C -5.742014 -15.906937 3.646020 -0.600 0.446 0.417
F -6.887586 -15.171723 3.903989 0.465 -0.239 -0.441
C -5.272507 -15.894289 2.344401 -1.304 0.820 -0.334
F -5.894931 -15.191029 1.349301 0.452 -0.425 0.679
C -4.209062 -16.698585 2.062099 1.042 -1.214 -0.180
F -3.738030 -16.898816 0.809271 -0.295 0.366 0.275
C -3.644253 -17.445680 3.087908 -0.377 0.806 0.403
F -2.692562 -18.311513 2.799670 0.905 -0.582 -0.287
I -10.061707 -14.330330 2.455861 0.145 0.028 -0.035
C -11.267393 -16.019046 2.761956 0.246 1.070 0.345
C -10.759329 -17.099180 3.422044 -0.200 -2.120 0.616
C -11.635965 -18.197626 3.626513 1.034 1.659 0.009
C -12.929784 -18.113989 3.185968 -0.033 -0.538 -0.206
C -13.275919 -16.983370 2.471969 -0.247 -0.054 0.034
N -12.502500 -15.908151 2.333381 -0.572 -0.603 -0.819
H -9.744836 -17.224168 3.802750 -0.150 0.400 -0.314
H -11.240950 -19.041491 4.129560 0.222 -0.750 0.498
H -13.629013 -18.940188 3.327601 0.158 0.296 -0.176
H -14.206103 -17.024883 1.936034 -0.527 0.602 0.021
I -6.915495 -17.637858 13.190670 0.179 -0.460 -0.422
C -7.521345 -16.645930 11.437759 0.540 -0.974 -0.212
C -8.184503 -15.481976 11.717654 0.087 -0.282 -0.104
C -8.610642 -14.715069 10.662403 -0.736 0.986 -1.026
C -8.249148 -15.102531 9.368129 -0.218 -0.794 -0.071
N -7.584716 -16.271095 9.102581 -0.675 1.319 0.175
C -7.270950 -17.076971 10.113949 0.278 0.061 0.880
H -8.341129 -15.277392 12.760724 -0.337 0.549 0.066
H -9.274212 -13.839962 10.830754 0.768 -0.581 -0.261
H -8.578968 -14.551465 8.467834 0.402 -0.192 0.936
H -6.788985 -18.044062 9.876988 -0.182 0.761 0.250



Entry 2:
73
Properties=species:S:1:pos:R:3:forces:R:3 method="wB97M-V/def2-TZVPD" total_charge=0 e_homo_ev=-7.1 orbital_gap_ev=6.472
Tl -0.305218 0.354564 0.096911 -0.102 0.064 0.446
C -1.836418 -0.317836 4.362211 0.182 -0.180 0.156
C -1.614818 0.170764 3.069111 -0.037 -0.034 -0.012
N -0.604818 -0.226436 2.336411 -0.164 0.229 -0.153
C 0.306682 -1.089736 2.818911 0.161 -0.436 0.710
C 0.172782 -1.627836 4.124411 -0.069 0.142 -0.415
C -0.955318 -1.230836 4.874611 -0.129 0.213 -0.174
C 1.162982 -2.492536 4.628511 0.342 -0.094 -0.002
C 2.283682 -2.738436 3.878111 -0.386 -0.076 0.488
C 2.438082 -2.205636 2.599511 -0.160 0.230 -0.464
C 1.456782 -1.410436 2.016111 0.355 -0.253 0.285
N 1.521182 -0.808736 0.810311 -0.575 0.585 -0.166
C 2.441782 -0.920036 -0.168289 0.327 -0.440 -0.105
C 3.216282 -2.034336 -0.482889 -0.360 0.291 0.367
C 4.107482 -2.011836 -1.554689 0.245 0.262 -0.476
C 4.276982 -0.892936 -2.335189 0.138 -0.397 0.020
C 3.504382 0.254364 -2.080889 -0.370 0.034 0.299
C 3.597682 1.449864 -2.824089 -0.143 0.102 0.119
C 2.826882 2.530664 -2.482989 0.166 -0.104 -0.176
C 1.888382 2.394864 -1.452589 0.143 -0.127 0.192
N 1.752282 1.276864 -0.784589 -0.063 0.522 0.285
C 2.561782 0.231964 -1.020989 0.610 -0.221 -0.546
H -2.699318 0.018864 4.916711 -0.020 -0.013 -0.002
H -2.296018 0.881364 2.626611 -0.087 -0.003 -0.063
H -1.096518 -1.645436 5.862111 -0.021 -0.032 0.102
H 1.045482 -2.914936 5.615011 -0.007 -0.030 0.091
H 3.072982 -3.356436 4.280311 0.060 -0.069 0.042
H 3.359582 -2.388536 2.073111 0.062 -0.021 -0.093
H 3.101082 -2.940336 0.092711 0.018 0.005 0.035
H 4.673782 -2.907536 -1.775889 0.068 0.008 0.008
H 4.997482 -0.878736 -3.139389 0.060 -0.017 -0.082
H 4.285082 1.495264 -3.656689 0.099 0.057 -0.049
H 2.906682 3.465264 -3.013189 0.018 0.117 -0.078
H 1.229782 3.204464 -1.167789 -0.063 0.077 -0.006
Cl -4.478018 6.400564 2.328111 -0.130 0.116 0.023
C -3.332918 5.154064 1.961011 -0.002 -0.209 -0.141
C -2.170418 5.053964 2.741011 0.039 -0.284 -0.213
C -1.254918 4.074864 2.469211 0.008 -0.014 -0.189
Cl 0.159382 3.903064 3.437211 0.147 0.084 0.164
C -1.377618 3.183064 1.351311 -0.498 0.438 -0.040
O -0.412218 2.407064 1.064711 0.302 -0.406 -0.290
C -2.604418 3.284864 0.618111 0.504 0.002 0.505
C -2.881218 2.391764 -0.460189 -0.387 0.236 -0.168
O -2.129818 1.552564 -0.950989 -0.033 -0.116 0.119
C -3.561018 4.268464 0.944111 0.070 0.022 0.104
H -1.992018 5.743964 3.548411 -0.030 0.075 0.147
H -3.884318 2.506164 -0.911089 0.086 -0.043 -0.005
H -4.473118 4.321464 0.366711 -0.088 0.027 -0.030
C 0.414782 -4.077136 -0.847289 -0.005 0.061 -0.083
C 0.841682 -4.064736 -2.165089 -0.173 0.058 0.093
C 0.568782 -2.952536 -2.941089 0.006 0.075 0.108
C -0.051618 -1.859636 -2.343289 0.211 -0.567 0.017
N -0.368018 -1.850236 -1.052289 -0.188 0.429 -0.378
C -0.188118 -2.941136 -0.328289 0.160 -0.374 0.183
C -0.408018 -0.656736 -3.108389 -0.074 0.212 -0.535
C -0.897318 -0.754636 -4.409889 0.061 0.077 0.134
C -1.277818 0.403064 -5.063489 0.124 -0.003 0.140
C -1.127418 1.617464 -4.409689 0.010 -0.025 0.052
C -0.614518 1.618264 -3.122389 -0.130 0.140 -0.421
N -0.276918 0.507364 -2.486889 -0.140 -0.379 0.075
H 0.559782 -4.941936 -0.222289 0.003 -0.093 0.122
H 1.373682 -4.907436 -2.583589 -0.029 -0.056 -0.029
H 0.876482 -2.915636 -3.973389 -0.009 0.072 -0.130
H -0.537518 -2.895736 0.690411 -0.013 -0.039 0.152
H -1.019818 -1.723536 -4.867789 -0.002 -0.067 -0.037
H -1.688218 0.355064 -6.061789 -0.043 0.025 -0.037
H -1.439418 2.542164 -4.871989 0.081 0.057 -0.019
H -0.489418 2.541664 -2.576289 -0.052 0.046 0.011
F -2.535418 -0.636136 0.368711 0.183 0.454 -0.300
B -3.365918 -1.627136 1.033911 0.233 0.121 -0.157
F -2.502618 -2.578236 1.540911 0.563 -0.695 0.373
F -4.210018 -2.150436 0.102911 -0.518 -0.330 -0.566
F -4.024018 -0.987536 2.049111 -0.546 0.482 0.668



Entry 3:
72
Properties=species:S:1:pos:R:3:forces:R:3 method="wB97M-V/def2-TZVPD" total_charge=+1 e_homo_ev="-10.0 / -10.7" spin_multiplicity=3 orbital_gap_ev="5.910 / 6.634"
W -1.076182 1.066241 0.228315 -1.537 -0.974 -0.833
N 1.863189 4.413038 0.922630 0.471 0.105 -0.717
C 0.952017 3.516984 0.500033 -0.543 -0.868 -1.457
S -0.206189 2.913924 1.661333 0.105 -0.432 -0.408
N 0.961920 3.153132 -0.771572 -0.527 -0.099 1.302
N -0.062389 2.189285 -1.130795 1.628 2.140 -1.647
C -0.180863 2.243815 -2.475751 0.607 0.086 1.058
C -0.760975 1.262787 -3.277287 -0.842 -1.865 -0.781
C -0.596479 1.262233 -4.726283 0.075 0.008 1.979
C -0.871743 0.135051 -5.439708 -0.106 -0.555 -0.472
C -1.424751 -1.016156 -4.797539 0.103 -0.488 -0.266
C -1.697157 -1.016276 -3.443810 -0.119 -0.601 -0.915
C -1.318031 0.072009 -2.680369 0.172 1.275 0.406
O -1.467670 -0.093199 -1.382875 1.131 1.405 -0.311
H 1.996039 4.533379 1.910584 0.170 0.108 -0.096
H 2.592165 4.665562 0.245522 -0.510 -0.049 0.760
H 0.362202 3.043478 -3.015249 -0.218 -0.370 0.766
H -0.152096 2.155206 -5.140491 -0.010 -0.036 -0.354
H -0.636526 0.089834 -6.511837 -0.235 0.046 0.559
H -1.571122 -1.953162 -5.383568 -0.089 0.989 0.432
H -2.175405 -1.818210 -2.866742 0.342 0.046 -0.671
F -0.711423 -6.701745 0.879274 0.117 1.754 0.309
C -0.373169 -5.386392 0.914950 1.002 -0.973 -0.457
C 0.976971 -5.041583 0.814550 0.543 -0.600 0.326
F 1.915443 -6.032657 0.826383 -1.126 1.475 -0.142
C 1.330412 -3.688130 0.729188 1.011 -1.103 -0.335
F 2.659982 -3.458662 0.544766 -1.292 0.019 0.258
C 0.372211 -2.681580 0.707786 0.658 1.673 -0.180
P 0.735253 -0.859216 0.534284 1.367 0.160 0.630
C 2.001687 -0.511173 1.847020 0.097 -0.238 -0.207
C 1.683464 0.232988 2.985420 0.842 -0.604 0.145
C 2.593370 0.356575 4.054409 -1.350 0.685 -0.429
C 3.855993 -0.175413 3.931157 0.376 0.164 0.664
C 4.213292 -0.826477 2.763492 0.142 -0.025 -0.491
C 3.306010 -1.001147 1.719207 0.397 -0.177 0.637
C 1.743289 -0.759738 -0.986146 0.434 0.632 0.824
C 1.679070 -1.679697 -2.000805 0.523 -0.306 -1.074
C 2.651295 -1.642620 -3.026177 -0.011 -0.387 -0.457
C 3.678418 -0.695128 -3.014232 -0.258 -0.059 0.468
C 3.674170 0.294225 -1.999000 0.104 0.428 -0.449
C 2.711599 0.270806 -1.002906 -0.333 0.258 0.425
C -0.956206 -3.017948 0.788739 -0.764 -1.576 -0.151
Br -2.401350 -1.881118 0.412271 -0.380 -0.421 0.829
C -1.297093 -4.362745 0.906017 -1.365 -0.766 0.173
F -2.587293 -4.751658 0.965779 0.507 0.411 -0.101
H 0.762375 0.759357 3.014048 -0.701 0.213 0.233
H 2.239186 0.942555 4.918262 0.543 -0.416 -0.363
H 4.591214 -0.052919 4.736133 -0.348 -0.096 -0.354
H 5.239159 -1.165391 2.667230 -0.147 -0.146 -0.130
H 3.633472 -1.543625 0.842268 -0.094 0.210 0.058
H 0.911879 -2.451459 -2.020196 0.138 0.084 0.038
H 2.618049 -2.390839 -3.856891 -0.002 0.692 0.939
H 4.483126 -0.773445 -3.764591 -0.573 0.335 0.450
H 4.377592 1.147025 -2.001399 -0.232 -0.803 -0.085
H 2.689919 1.044869 -0.185119 0.191 -0.871 -1.085
S -5.002762 3.402283 0.361265 -0.461 -0.775 -0.196
C -4.549100 3.367227 -1.314230 0.003 0.486 1.438
C -3.361162 2.749652 -1.484499 0.864 -1.056 -0.135
C -2.860708 2.093730 -0.306186 -0.885 0.598 1.362
C -3.740671 2.301386 0.781264 0.884 -0.128 -1.167
C -3.504401 1.576001 2.018704 1.420 -0.100 -0.015
C -4.311691 1.541944 3.149115 -0.737 -0.084 -0.236
C -3.950790 0.862661 4.298084 0.683 0.224 0.045
C -2.725406 0.173896 4.264086 0.232 -1.024 0.811
C -1.980470 0.146369 3.098698 0.559 -0.184 0.872
N -2.295482 0.878853 2.024212 -1.047 0.537 -0.228
H -5.178401 3.894385 -1.996466 -0.034 0.266 -0.403
H -2.832337 2.668266 -2.432099 -0.365 0.146 0.116
H -5.292132 1.991603 3.065677 0.066 0.264 0.155
H -4.586378 0.949651 5.194824 0.462 -0.357 -0.554
H -2.303524 -0.444960 5.098546 -0.816 0.827 -0.703
H -1.055905 -0.487797 3.109294 -0.913 0.860 -0.411



Q: Which ΔE to the lowest compared entry with this formula, charge and spin values were calculated for the entries above? A: 2.89; 5.15; 0.00, in kcal/mol.